{"formula": "C4H6OS", "method": "ωB97M-V with the def2-TZVPD basis set", "gap_ev": 9.4, "mol_weight_da": 102.2, "energy_ha": -629.38586, "de_lowest_kcal_mol": 38.5, "multiplicity": 1, "e_homo_ev": -8.9374, "elements": ["S", "O", "C", "C", "C", "C", "H", "H", "H", "H", "H", "H"], "xyz": [[0.76812, 1.51320, -0.51637], [1.35007, -1.60147, -0.87029], [-0.91615, 0.90572, -0.96159], [1.42785, -1.11695, 0.20334], [-0.86780, 0.05857, 0.31860], [0.64275, 0.08886, 0.70297], [2.09621, -1.61267, 1.05062], [0.74369, 0.26624, 1.77385], [-1.27968, -0.97461, 0.20254], [-1.75681, 1.56984, -1.15118], [-1.39565, 0.56362, 1.17458], [-0.81259, 0.33965, -1.92706]]}

{"formula": "C6H15NNa7O6P", "method": "ωB97M-V with the def2-TZVPD basis set", "gap_ev": [7.2, 5.5], "mol_weight_da": 389.1, "energy_ha": -2219.57240, "multiplicity": 2, "e_homo_ev": [-23.1026, -23.0725], "charge": 5, "elements": ["P", "Na", "Na", "Na", "Na", "Na", "Na", "Na", "O", "O", "O", "O", "O", "O", "N", "C", "C", "C", "C", "C", "C", "H", "H", "H", "H", "H", "H", "H", "H", "H", "H", "H", "H", "H", "H", "H"], "xyz": [[-0.49458, -1.66310, 3.01698], [-2.73757, -2.34597, 4.51600], [-1.34236, -3.76721, 1.17403], [0.78787, -3.57274, 4.70068], [1.80022, -0.95451, 1.16033], [0.37017, -0.31923, 5.45575], [-2.44890, -0.15471, 1.48227], [3.42020, -1.52563, 3.98780], [-0.92699, -3.06490, 3.36083], [0.21874, -0.43675, -2.89560], [-0.46219, -1.46547, 1.41648], [1.53145, 1.59034, 0.14386], [1.02219, -1.44552, 3.31914], [-1.42518, -0.62780, 3.62727], [-1.28635, 0.94772, -0.98726], [-0.94249, 0.15402, -3.32432], [-0.49684, 2.14978, -1.20459], [0.09316, -1.81426, -2.47737], [-1.90740, 0.51036, -2.19790], [2.86239, 2.21801, -0.12972], [0.51711, 2.54747, -0.02698], [-0.04955, 2.61435, 0.90174], [-0.64060, 0.18568, -0.83763], [0.27869, -1.99016, -1.41778], [-2.72840, 1.13159, -2.55585], [-0.99872, 3.11651, -1.24545], [-0.85804, -2.22513, -2.81576], [3.26519, 2.77896, 0.71359], [-0.67693, 1.06735, -3.85667], [-2.37398, -0.46546, -2.06308], [-1.53671, -0.44904, -4.01085], [3.62507, 1.47716, -0.36964], [2.75405, 2.70306, -1.09983], [0.81218, -2.39009, -3.06005], [0.86426, 3.53994, -0.31438], [0.11086, 1.94538, -2.08607]]}

{"formula": "C7H16N", "method": "ωB97M-V with the def2-TZVPD basis set", "gap_ev": 8.7, "mol_weight_da": 114.2, "energy_ha": -330.76211, "de_lowest_kcal_mol": 41.7, "multiplicity": 1, "smiles": "C/C=C/CC[C@H](C)[NH3+]", "e_homo_ev": -12.2348, "charge": 1, "elements": ["N", "C", "C", "C", "C", "C", "C", "C", "H", "H", "H", "H", "H", "H", "H", "H", "H", "H", "H", "H", "H", "H", "H", "H"], "xyz": [[2.27977, 1.91544, -0.49616], [-2.26334, -1.88175, -0.31154], [1.77594, 1.60207, 1.91219], [-3.57477, -2.07513, -1.02937], [0.12473, -1.03396, -0.16376], [0.29354, 0.50082, 0.06387], [1.68847, 0.90976, 0.54546], [-1.22025, -1.24259, -0.82462], [1.06387, 2.07948, 2.57740], [-3.93631, -1.25142, -1.63283], [2.57671, 1.22348, 2.57041], [0.14671, -1.45311, 0.84364], [-2.28271, -2.33907, 0.67284], [-4.33254, -2.31627, -0.27661], [1.99445, 2.85325, -0.21605], [2.36320, 2.52873, 1.70838], [0.93572, -1.46183, -0.75023], [-0.55357, 0.86171, 0.65365], [2.30230, 0.01880, 0.67974], [0.19725, 0.92922, -0.93436], [3.28661, 1.88942, -0.65171], [-1.17675, -1.02804, -1.88894], [-3.49763, -2.97420, -1.66052], [1.80859, 1.74518, -1.39089]]}

{"formula": "C16H18Cl2F3NO8PbS", "method": "ωB97M-V with the def2-TZVPD basis set", "gap_ev": 8.3, "mol_weight_da": 719.5, "energy_ha": -3088.20545, "de_lowest_kcal_mol": 13.8, "multiplicity": 1, "e_homo_ev": -9.6873, "elements": ["Pb", "Cl", "Cl", "S", "F", "F", "F", "O", "O", "O", "O", "O", "O", "O", "O", "N", "C", "C", "C", "C", "C", "C", "C", "C", "C", "C", "C", "C", "C", "C", "C", "C", "H", "H", "H", "H", "H", "H", "H", "H", "H", "H", "H", "H", "H", "H", "H", "H", "H", "H"], "xyz": [[-0.21920, -0.61660, 0.51264], [-3.43950, -4.18169, 0.30948], [-4.79332, -1.82139, 1.38608], [2.88737, 0.66485, -0.50208], [1.82966, -2.83474, 0.36548], [-0.05132, -3.39823, -0.52898], [0.15272, -3.35513, 1.63096], [0.12849, 0.93132, -1.09448], [-2.09738, -1.48695, -0.04542], [-2.58815, -0.06434, 3.98578], [-0.35947, 2.99589, -1.83088], [-0.91751, -0.70219, 2.61873], [-3.44650, -1.20258, -1.83190], [2.09100, -0.16131, 0.53698], [-4.43294, 3.90356, 1.32413], [-1.43030, 1.21859, 0.95355], [4.55721, 0.45642, 0.11924], [-3.42472, 3.02976, 1.17069], [2.45224, 0.28746, -3.21720], [-0.52542, 2.05327, -1.08799], [4.32222, 2.60169, 1.49131], [-1.92384, 0.03404, 2.98025], [-1.55685, 2.13821, 0.00986], [-2.24264, 1.14897, 2.00098], [3.25645, 1.51583, -3.63184], [-3.27002, 2.04947, 2.15182], [-2.54965, 3.08476, 0.08270], [4.74577, 1.13399, 1.47361], [-3.16358, -1.67828, -0.75662], [0.50944, -2.79120, 0.50091], [3.03115, -0.38891, -1.97588], [-4.17542, -2.61168, -0.08174], [-5.00547, -2.78423, -0.75299], [5.20645, 0.89815, -0.64301], [4.08648, -0.62471, -2.12003], [4.73001, -0.61940, 0.18317], [4.28729, 1.24912, -3.87972], [-2.63665, 3.82426, -0.70272], [3.24775, 2.70815, 1.33569], [5.80215, 1.05479, 1.73500], [2.44265, -0.44292, -4.02845], [4.83345, 3.16996, 0.71082], [-4.44424, 4.54015, 0.60012], [4.56520, 3.05581, 2.45081], [2.49249, -1.29954, -1.71140], [2.81023, 1.99232, -4.50360], [-3.93200, 1.98219, 3.00246], [3.27533, 2.26061, -2.83196], [1.42161, 0.57648, -3.01770], [4.18105, 0.58116, 2.22533]]}

{"formula": "N2", "method": "ωB97M-V with the def2-TZVPD basis set", "gap_ev": 10.4, "mol_weight_da": 28.0, "energy_ha": -109.27892, "de_lowest_kcal_mol": 171.7, "multiplicity": 1, "smiles": "N#N", "e_homo_ev": -12.4709, "elements": ["N", "N"], "xyz": [[0.00000, 0.00000, -0.79735], [0.00000, 0.00000, 0.79735]]}

{"formula": "C33H46Cl3IrN4O2SSi", "method": "ωB97M-V with the def2-TZVPD basis set", "gap_ev": [6.2, 6.1], "mol_weight_da": 889.5, "energy_ha": -3826.23092, "de_lowest_kcal_mol": 569.7, "multiplicity": 2, "e_homo_ev": [-10.1640, -10.1720], "charge": 1, "elements": ["Ir", "Cl", "Cl", "Cl", "S", "Si", "O", "O", "N", "N", "N", "N", "C", "C", "C", "C", "C", "C", "C", "C", "C", "C", "C", "C", "C", "C", "C", "C", "C", "C", "C", "C", "C", "C", "C", "C", "C", "C", "C", "C", "C", "C", "C", "C", "C", "H", "H", "H", "H", "H", "H", "H", "H", "H", "H", "H", "H", "H", "H", "H", "H", "H", "H", "H", "H", "H", "H", "H", "H", "H", "H", "H", "H", "H", "H", "H", "H", "H", "H", "H", "H", "H", "H", "H", "H", "H", "H", "H", "H", "H", "H"], "xyz": [[0.29215, -0.97387, -1.05799], [3.04535, 1.03431, 1.58741], [2.32034, -1.87341, 0.00782], [3.64299, 1.36093, -1.31330], [-0.83074, 0.05157, 0.70313], [1.18936, 0.58332, 0.43399], [-0.30521, -2.73207, 0.01091], [0.37556, -2.55489, 2.48931], [-0.83781, -1.79479, 4.29486], [0.76412, 2.34062, -0.18165], [-1.55319, 0.39815, 4.30580], [0.33299, 0.40780, -2.51864], [-1.35753, 1.77853, 3.87908], [0.97205, -2.33261, -3.43097], [-0.26598, -5.50596, 6.16832], [0.59804, 1.76722, -2.55235], [2.49014, 0.31358, 3.01580], [1.45985, -6.01760, 4.56910], [-0.53256, -4.31783, 5.50587], [-0.07138, -2.71776, 3.63175], [1.18659, -4.83907, 3.89553], [0.41524, 1.07423, -4.67340], [1.64172, 4.66257, 2.56644], [-0.27664, 5.53102, 1.44568], [1.59151, 3.55797, 1.71221], [0.73081, -6.35201, 5.70323], [-1.09377, 2.74085, 5.02581], [-2.71420, 0.07153, 5.13610], [0.63332, 2.19143, -3.89060], [-2.35790, -0.12390, 6.60252], [0.21796, -0.00571, -3.80174], [0.60946, 3.46398, 0.69405], [2.53378, 2.51552, 1.86536], [-0.39311, 4.43100, 0.58759], [-1.51346, 5.22556, -1.58057], [-0.71540, -0.55511, 3.90927], [-0.05610, -1.44864, -4.13981], [-1.48244, -1.83953, -3.72563], [0.09417, -1.67264, -5.64747], [-2.29779, 3.05447, -0.53204], [0.71183, 5.66986, 2.40387], [0.19228, -3.98354, 4.36442], [-1.65065, 4.41520, -0.28513], [4.07083, 1.55563, 0.28292], [0.69997, 2.62387, -1.46485], [-0.12426, -2.71378, -5.88678], [2.41060, 4.69820, 3.32488], [0.94119, -7.27593, 6.22631], [4.32780, 1.60326, 2.36468], [5.02353, 1.99530, 0.53614], [-0.51438, 1.78799, 3.18629], [-0.92089, 3.74282, 4.62941], [-0.21331, 2.43487, 5.59240], [1.74061, -4.56381, 3.00841], [0.10992, -0.18786, 3.30024], [-2.50344, 5.44819, -1.97952], [3.23948, -0.38459, 1.11948], [-1.94159, 2.79404, 5.70905], [-1.69580, -1.58584, -2.68082], [-1.63014, -2.91291, -3.85133], [0.36972, 1.03615, -5.74806], [-1.02956, 6.30780, 1.37013], [-2.37142, 4.96315, 0.32892], [-1.77106, 2.44425, -1.26370], [-2.37646, 2.47615, 0.38781], [-2.24114, 2.09424, 3.31418], [-3.16222, -0.83772, 4.73507], [-1.24281, -2.64439, 0.24650], [2.31158, 1.18777, 3.64891], [-3.30516, 3.21492, -0.91916], [-0.83417, -5.77179, 7.04999], [-3.25157, -0.39265, 7.16632], [-2.21782, -1.31651, -4.33760], [0.11591, -2.75524, 0.92370], [4.38560, 0.13150, 1.91917], [0.96053, -2.33565, -2.31379], [1.99389, -2.06779, -3.70142], [-1.30050, -3.64467, 5.85900], [0.79008, 3.20751, -4.21780], [-1.63017, -0.92632, 6.70815], [-0.97809, 4.67588, -2.35562], [2.87177, -0.55091, 3.54114], [-0.99677, 6.17081, -1.41064], [0.72810, 6.54910, 3.03319], [-3.43531, 0.88157, 5.01461], [-1.94329, 0.78591, 7.03648], [-0.60396, -1.04997, -6.20668], [0.72754, 3.67896, -1.71826], [2.24014, -6.67681, 4.21248], [1.10763, -1.44996, -5.98287], [0.79617, -3.38498, -3.66019]]}

{"formula": "C5H10N2O", "method": "ωB97M-V with the def2-TZVPD basis set", "gap_ev": 8.8, "mol_weight_da": 114.1, "energy_ha": -381.15394, "de_lowest_kcal_mol": 82.5, "multiplicity": 1, "e_homo_ev": -7.9290, "elements": ["O", "N", "N", "C", "C", "C", "C", "C", "H", "H", "H", "H", "H", "H", "H", "H", "H", "H"], "xyz": [[0.66499, -1.11807, 1.37493], [1.35744, -1.34901, -0.83710], [2.36671, 1.26222, 0.15887], [-2.22400, 0.41800, 0.53424], [1.19421, 1.34441, -0.18245], [0.25207, -1.12844, 0.05623], [-0.97661, 0.38964, -0.30849], [-0.11464, 1.55161, -0.24100], [-2.00740, 0.02873, 1.53287], [1.33268, -0.42463, 1.47417], [2.98970, 0.75669, -0.47516], [-3.01589, -0.19519, 0.10223], [1.05204, -1.46646, -1.79494], [-0.52674, 2.55435, -0.19003], [-0.51602, -1.90897, -0.01304], [-1.13278, 0.01107, -1.31316], [-2.59951, 1.43214, 0.67428], [1.90373, -2.15809, -0.55242]]}

{"formula": "C9H6F2N2OS", "method": "ωB97M-V with the def2-TZVPD basis set", "gap_ev": 7.5, "mol_weight_da": 228.2, "energy_ha": -1129.08547, "multiplicity": 1, "smiles": "O=C1C=CC=C[C@@H]1N1N=CSC1=C(F)F", "e_homo_ev": -7.8225, "elements": ["S", "F", "F", "O", "N", "N", "C", "C", "C", "C", "C", "C", "C", "C", "C", "H", "H", "H", "H", "H", "H"], "xyz": [[-4.39977, 1.44763, 0.25902], [-3.45073, -2.38649, -0.95236], [-5.31638, -1.33796, -0.10842], [-1.52032, -0.90712, 1.95387], [-1.79573, 1.60269, 0.13274], [-2.12532, 0.37833, -0.38966], [0.67028, -1.50209, 1.20602], [-2.80158, 2.29503, 0.43702], [-3.46035, -0.02785, -0.21273], [-3.98722, -1.24072, -0.43796], [-0.98178, -0.46559, -0.26593], [0.10871, 0.39876, -0.85977], [1.62746, -0.72627, 0.59272], [1.33958, 0.15176, -0.42218], [-0.70580, -1.02535, 1.08129], [0.79301, -2.09407, 2.08159], [-1.17001, -1.34655, -0.95562], [2.65074, -1.03485, 0.89784], [-0.00471, 1.17689, -1.56618], [2.02941, 0.82702, -0.86806], [-2.67579, 3.32823, 0.63612]]}

Q: Which formula does entry 7 have?
A: C5H10N2O